Entry from the Open Molecules 2025 dataset: a 9-piece molecular cluster, C5H26N2O9 overall (the ωB97M-V functional and the def2-TZVPD basis).

Its SMILES is [H]/N=C\NCCCC=O.O.O.O.O.O.O.O.O.

Structure (XYZ):
```
42
Properties=species:S:1:pos:R:3:forces:R:3
O 2.883876 -1.316569 1.293604 1.10 0.63 -0.52
O -2.355560 0.209697 1.538137 2.62 -0.90 -4.74
N 0.728202 2.974085 1.900763 -0.35 1.76 1.80
O -0.866111 -3.658585 0.634312 -2.07 -0.13 2.75
H 1.714154 1.200520 -2.338603 -0.32 0.47 -0.46
H 3.019421 0.495799 0.519711 -0.51 -0.25 -0.13
O -2.669037 -2.039946 0.508317 -0.61 -0.60 -4.05
N 0.487072 1.351853 0.265547 0.10 -2.03 0.59
H 0.049396 -0.620969 0.673313 0.16 -0.18 -0.38
H -1.084063 -1.830594 3.655622 -3.12 1.21 1.26
H -2.346848 -2.499526 -0.373145 -0.91 1.63 2.78
H 0.216763 1.067894 -4.272329 -0.50 1.11 -1.80
H -0.155918 -3.809288 0.106622 3.24 -0.81 -2.73
H -1.341813 2.603910 -1.718179 1.77 0.53 -0.36
H 0.535772 2.030888 -0.461700 -0.19 0.74 -0.17
H 2.024562 -0.258160 -3.307318 -1.32 0.74 1.47
H 0.302879 -1.177159 3.360774 -0.04 1.12 0.26
C 0.099593 0.021911 -0.217071 -3.20 0.22 -0.81
O 3.528263 1.235389 0.204425 1.71 0.40 0.29
C 0.936653 -0.550050 -1.369515 3.52 -1.20 0.32
H 0.537584 3.705107 1.226077 0.38 -0.34 -0.53
H -1.057168 0.070439 -0.602143 2.90 -0.19 0.79
H -2.443993 -2.680738 1.154562 0.39 -0.84 0.77
H -0.311943 3.770114 -1.778154 0.13 3.61 0.83
H 1.981602 -0.877339 -1.024234 -1.18 0.89 0.15
O -2.693707 1.476330 -0.648222 -0.42 0.42 -0.82
H 3.071626 1.774757 -0.425786 -0.74 -0.03 -0.18
H -3.515919 0.977663 -0.760202 0.28 0.29 -0.12
H -0.472772 -3.593136 1.514891 -0.11 0.16 0.13
O -0.237545 -1.948007 3.364722 3.18 -2.42 -1.60
H -2.479247 -0.675720 0.967388 0.30 1.70 1.45
O -0.403897 2.897510 -1.993887 -2.13 -4.14 -0.52
H 0.557768 1.051012 2.487646 0.15 0.56 -2.08
O -0.926926 -0.368388 -3.377902 1.12 1.23 -0.71
H -2.426374 1.255471 0.258741 -0.09 0.06 0.34
H 1.932146 -1.366958 1.321630 -0.17 -0.86 0.62
C 1.223592 0.269245 -2.608589 1.47 -0.62 -0.51
H -2.806968 0.112454 2.292750 -2.74 -0.43 4.34
C 0.578985 1.779939 1.581427 -0.08 -1.46 -0.46
C 0.053061 0.356856 -3.518355 -1.03 -1.59 2.00
H 0.704049 -1.490991 -1.848922 -1.53 -0.55 0.76
H 3.428787 -1.926723 1.813274 -1.13 0.11 -0.02
```
Forces are in eV/Å.


Entry from the Open Molecules 2025 dataset: a 8-piece molecular cluster, C5H27N2O7 overall (the ωB97M-V functional and the def2-TZVPD basis).

Its total charge is +1.

Structure (XYZ):
```
41
Properties=species:S:1:pos:R:3:forces:R:3
O -0.653005 2.435877 -2.300204 0.27 -0.21 -0.19
H -0.116726 0.238340 0.858810 -0.43 -0.06 0.30
H -2.977314 2.115044 0.719847 0.81 0.93 0.83
H 1.148821 -1.089123 2.293481 0.20 -0.40 0.05
H 2.147170 -3.477753 1.698123 0.40 -0.11 -0.31
O 3.073770 2.729354 -1.265266 1.29 -2.75 -0.60
H 2.597916 1.215427 3.008230 -0.11 0.02 -0.02
C 1.879651 -3.224651 0.669672 -0.83 -0.32 1.69
O -2.892596 0.069500 -1.313252 0.16 -0.22 -0.01
H -0.017949 1.493067 -0.269989 -0.54 0.23 0.18
H 0.071680 2.186646 -2.885656 0.07 0.04 0.09
H -3.485200 -0.638651 -1.038735 0.05 -0.23 -0.20
H -1.173549 3.030768 -2.846422 -0.25 0.15 0.10
H -1.472106 -1.593631 2.554698 0.13 -0.27 0.29
H -0.951100 -3.150805 1.921662 0.21 0.01 -0.23
H 0.434572 -0.075262 -1.988390 -0.40 -0.15 -0.06
C -0.605379 -2.261122 2.442210 -0.21 0.68 0.57
O 2.512975 0.266148 2.875726 0.12 0.11 0.01
H 3.393349 -0.072411 3.065813 0.05 -0.12 0.01
H -1.191345 0.282758 -0.487412 0.02 0.96 1.13
H -2.779522 -1.178721 -3.812490 -0.25 0.09 -0.34
O -1.847388 -1.083742 -3.619317 0.55 -0.18 0.55
O -0.214287 2.489080 1.858063 0.69 0.80 0.68
H 0.916289 -2.267789 -1.631876 0.39 -0.52 0.47
N -0.260923 0.521669 -0.113258 1.21 -1.41 -1.48
H -0.618662 -2.093544 -0.902843 0.06 0.11 0.26
H 2.711743 3.224849 -0.570469 -0.91 1.70 0.47
H 3.009417 2.996011 -2.174970 -0.43 1.03 0.12
H -3.021541 0.799659 0.439638 0.96 -0.75 0.53
H -0.237320 -2.582749 3.420301 -0.26 0.02 0.00
N 0.453658 -1.545505 1.718457 -0.71 -0.27 -0.87
H 1.684085 -0.068624 -0.860581 -0.10 0.08 0.67
C 0.446322 -1.843824 -0.744046 -1.31 0.85 -0.64
O -2.433726 1.356807 0.992717 -2.26 0.13 -0.81
H -0.243920 2.443841 2.818711 -0.42 -0.86 0.30
H 0.108433 3.394381 1.834307 0.11 0.39 -0.78
H -2.163566 -0.347992 -1.809486 -0.73 -0.13 -0.60
C 0.932100 -2.290949 0.594302 1.70 -0.18 -0.85
C 0.630321 -0.344207 -0.950006 0.79 0.33 -0.73
H 2.202284 -3.911490 -0.098965 0.09 0.45 -0.32
H -1.462146 -0.505459 -4.280081 -0.18 0.04 -0.24
```
Forces are in eV/Å.


Entry from the Open Molecules 2025 dataset: a 8-piece molecular cluster, C5H27NO7 overall (the ωB97M-V functional and the def2-TZVPD basis).

Its SMILES is CC[C@@H](C)NC.O.O.O.O.O.O.O.

Structure (XYZ):
```
40
Properties=species:S:1:pos:R:3:forces:R:3
H -1.724330 1.062792 -0.138791 0.44 0.89 -0.06
H 0.300233 -1.215589 2.992997 0.43 -0.98 0.16
O 2.945125 -1.159741 -3.481966 0.02 0.43 0.49
C 1.282632 1.971166 -1.590421 0.63 -0.65 3.61
H -1.082001 0.980753 2.850684 -0.59 0.16 -0.22
H 2.958389 1.074680 -0.536217 0.35 -0.49 0.54
N 0.595714 -0.272378 -0.828894 0.11 -0.51 -1.38
H 3.062814 -1.383057 -2.546755 -0.07 -0.04 -0.23
H -1.452125 1.524218 -1.785594 1.34 -0.14 0.66
H -0.286038 -2.170309 -0.779017 0.08 0.38 0.18
H 0.517523 -0.879875 4.521075 0.19 -0.41 -0.05
O -2.875710 0.930532 -2.868477 -0.91 -0.39 -0.39
H -3.220485 0.032263 -2.921800 0.22 -0.17 -0.10
H 0.555981 -1.572018 0.704549 -0.43 -0.40 0.41
H 0.683404 1.431431 0.504942 0.45 -0.42 -0.10
H -1.124833 2.224389 3.594572 -0.49 0.38 -0.24
H 3.372996 2.362331 -1.732876 0.20 -0.43 0.62
H -1.118565 -1.087943 0.291407 0.15 0.31 0.01
H 2.630979 2.878909 -0.252722 0.34 -0.66 0.48
O 1.424687 -3.900289 -0.140487 0.41 0.97 -1.16
C 2.679299 2.022124 -0.933451 -0.09 2.12 -2.56
O 0.098499 -0.619497 3.706020 -0.92 2.10 0.18
H 2.059249 -3.877313 -0.880527 0.15 -0.86 0.55
H 0.825587 -3.283713 1.964273 1.22 -0.79 -0.04
C 0.447434 1.142434 -0.522526 -2.38 1.36 -2.48
H 0.910313 3.005064 -1.638862 -0.09 -0.55 -0.38
H -3.679003 1.428193 -2.685608 0.03 0.33 -0.07
O -1.590690 1.821126 2.844533 1.09 -0.62 0.47
C -1.003842 1.639542 -0.773067 -0.65 -0.39 0.41
H 1.027338 -3.040125 -0.371281 -0.22 -0.48 0.67
H -4.104634 1.578107 -0.002360 -0.36 -0.10 0.30
O -4.176653 1.629653 0.964233 1.88 0.61 -0.47
H 0.294532 -0.406513 -1.797366 0.39 0.54 0.19
O 0.836906 -2.923595 2.847659 -1.52 0.71 0.38
H 1.258088 1.454155 -2.521172 -0.12 -0.22 -0.83
H -0.984759 2.727136 -0.599303 -0.51 -0.38 0.53
H 2.917005 -0.189960 -3.445852 -0.01 -0.34 -0.19
H -3.247101 1.949229 1.165446 -1.48 -0.52 0.31
H 1.577283 -3.018320 3.438635 0.67 -0.69 -0.75
C -0.118989 -1.311242 -0.107431 0.07 0.33 0.55
```
Forces are in eV/Å.


Entry from the Open Molecules 2025 dataset: a 8-piece molecular cluster, C5H27NO8 overall (the ωB97M-V functional and the def2-TZVPD basis).

Its SMILES is CCNCCCO.O.O.O.O.O.O.O.

Structure (XYZ):
```
41
Properties=species:S:1:pos:R:3:forces:R:3
H -1.733870 2.596023 2.677390 -0.50 2.24 -1.01
H 4.116726 -1.772698 1.012261 0.59 -1.70 1.49
H 1.415208 -1.492243 -2.739619 0.00 0.09 0.29
O -3.061717 -0.608268 -1.113247 -2.49 -0.17 1.50
H 2.225564 2.270356 1.414694 0.00 -1.39 -0.87
O 0.884209 -4.023230 -0.446775 0.75 -0.59 0.13
H 2.484317 -2.143155 -3.600002 -0.03 -0.04 0.43
H -2.355458 -2.946215 2.386461 -0.34 1.39 -0.68
O 2.169419 -2.089168 -2.683060 0.12 -0.02 -0.59
H -3.271669 -1.843756 2.762439 -1.99 1.04 2.25
O -1.386669 -2.655934 -0.580912 0.48 1.41 -0.83
H 1.367463 3.663546 1.525391 -0.29 -0.84 -0.95
H 2.741778 1.616645 -1.397298 0.59 0.12 0.50
C 1.373872 3.061157 -0.544289 -2.00 3.70 -0.27
O -2.718595 -2.070568 2.072576 2.29 -2.33 -1.61
N -0.004082 2.159706 1.158197 -0.15 -2.19 -0.50
H -2.025783 -0.680127 -2.687681 -0.80 -1.14 -0.57
H 3.497981 -1.268256 -0.159589 -0.35 0.47 -0.59
H -1.595392 -1.624154 -3.747884 0.55 -0.64 -0.89
C -0.061472 1.419726 2.427278 0.11 1.31 1.25
H -3.123666 -0.769534 -0.102937 -0.90 0.47 -2.48
H 1.911212 3.995299 -0.683607 1.15 -0.35 -0.24
H -0.385261 1.485747 0.364501 1.44 2.10 2.76
O 0.990070 0.806105 -1.083340 -2.14 -0.56 -0.85
H 0.008286 1.030494 -0.978607 2.27 -0.41 -0.88
H 0.299656 -3.245208 -0.394267 0.36 -0.31 -0.78
C -1.410444 1.702842 3.084895 1.68 0.18 -2.09
O -2.364045 -1.442092 -3.229070 0.52 1.49 0.36
H 0.274349 3.720036 -0.789827 2.46 -2.76 0.57
H 1.431687 -4.057641 -1.255937 -0.82 0.71 0.65
C 1.351047 2.687601 0.913212 -1.63 2.74 0.90
H -1.927175 -3.016266 0.082074 -0.87 -1.41 1.50
H 1.661813 2.279077 -2.573844 -0.56 -0.62 1.44
C 1.721397 1.953917 -1.464872 -0.23 0.40 -1.82
H -0.010498 0.392057 2.279815 0.25 -2.08 -0.53
H -3.910318 -0.899362 -1.663439 2.69 0.61 2.36
H 0.829062 1.591874 3.097875 -0.91 0.52 -0.74
O 3.998296 -0.952846 0.595959 -0.33 1.23 -0.98
H -2.091942 1.051276 2.651202 -1.57 -1.75 0.11
H -1.462218 1.918563 4.077379 -0.04 -0.51 3.12
H -1.853135 -1.801328 -0.663496 0.63 -0.40 -0.87
```
Forces are in eV/Å.


These records have energy above the lowest of the compared OMol25 structures with the same formula, charge and spin values of 3.622; 3.209; 2.893; 4.886 eV, in the order they appear.
These records have Kohn-Sham gap values of 8.171; 9.135; 9.217; 8.542 eV, in the order they appear.